This record from the OMol25 dataset describes a cluster of 6 separate species, C54H47BO26 in total in a non-equilibrium geometry. The level of theory is the ωB97M-V functional and the def2-TZVPD basis.

Summary:
LUMO level	-1.964	eV
SMILES	CC(=O)OCCCCCCCCc1cccc2c1C(=O)c1cc(B(O)O)ccc1C2=O.O=C1C=C(O)C(=O)C=C1O.O=C1C=C(O)C(=O)C=C1O.O=C1C=C(O)C(=O)C=C1O.O=C1C=C(O)C(=O)C=C1O.O=C1C=C(O)C(=O)C=C1O

Geometry as ORCA input:
```
! RIJCOSX wB97M-V def2-TZVPD def2/J DEFGRID3
* xyz 0 1
O -14.90931 9.10201 5.78633
O -10.47578 4.08603 -2.43333
O 4.39420 0.56497 -8.66857
O -7.69219 4.80492 -3.71218
O 11.54042 -4.43637 6.07023
O 7.76424 -5.69766 -0.03903
O -14.37971 4.95410 3.66084
O 2.61865 -0.63482 -4.49721
O -6.24017 3.19318 -2.94480
O -12.54936 5.92803 1.91111
O 13.88613 2.30827 4.56387
O 12.61628 -1.80026 6.43577
O -13.15048 10.09120 3.98817
O 8.15118 -3.68540 -1.32428
O 13.94288 -3.22604 4.54800
O -14.44032 1.09648 0.00808
O 6.75647 -0.65071 -8.17605
O 5.02758 -1.78498 -3.96682
O 10.07174 -4.61843 8.33147
O 6.17650 -5.79223 5.99505
O 15.13832 0.88658 2.63582
O 7.66880 -5.69484 3.74095
O -11.39981 1.77798 -3.49902
O 2.66205 -1.69821 -2.12682
O 2.11668 -1.22041 2.62631
O -13.57817 3.44612 1.02778
C -11.99039 3.84083 -0.66666
C 13.94744 -1.88105 4.50255
C -11.45035 3.40290 -1.80950
C -13.10680 6.74105 2.82736
C 14.58097 0.24377 3.50585
C 3.60098 -0.60350 -5.41369
C -3.40030 1.65290 -4.44299
C 3.55559 -2.62413 1.23464
C 5.96685 -1.26125 -6.05767
C -11.90478 2.13069 -2.45047
C -14.37463 8.28951 4.85471
C 13.21451 0.30155 5.56480
C 8.07201 -5.20350 7.23754
C -13.48222 1.79285 -0.63282
C 3.74171 -2.77840 -0.22241
C 4.89813 -1.26508 -5.05830
C -7.53525 4.59680 -1.33374
C 4.50486 0.01832 -7.58509
C 0.04429 -3.23735 -1.32208
C 4.59113 -3.04418 2.16202
C 14.58869 -1.21777 3.53481
C -3.92458 2.97346 -3.74596
C 1.13388 -2.71333 -0.50770
C -1.37888 -3.41047 0.77606
C -14.69848 6.99508 4.78633
C 6.00096 -3.75702 0.13630
C 2.53007 -2.32363 -1.10054
C -2.28622 0.91790 -3.59265
C 9.65402 -5.05420 4.83107
C -1.63217 -1.65552 -3.48896
C 5.78828 -0.66505 -7.23980
C 3.42811 -0.00436 -6.59928
C 7.48243 -5.47051 6.06858
C -1.78541 -0.35370 -4.40389
C -0.30167 -2.89969 1.61262
C -13.04655 3.07777 -0.00734
C 13.85857 0.96372 4.59862
C -12.78683 8.03830 2.89600
C 2.19569 -2.03216 1.73877
C 0.94720 -2.55573 0.95175
C 0.17221 -3.47544 -2.87065
C -0.11583 -2.11975 -3.62192
C 5.80391 -3.62353 1.58539
C -7.15227 4.21550 -2.80858
C 13.20226 -1.16002 5.58126
C -1.23375 -3.58418 -0.67566
C -5.43561 3.31507 -4.14416
C -14.10127 6.13255 3.76613
C -13.40238 8.90288 3.90039
C 9.49135 -4.85400 7.28983
C 4.95479 -3.32475 -0.81951
C -12.94596 1.35602 -1.77612
C 8.24268 -5.42615 4.78308
C 10.24386 -4.78350 5.99992
B 7.34503 -4.41412 -0.43422
H -13.25403 0.42906 -2.23985
H -3.86793 2.92343 -2.62328
H -7.50287 3.68030 -0.67865
H -0.75690 -0.08989 -4.78764
H -8.59371 4.96441 -1.29205
H -5.43417 4.33559 -4.59408
H -2.35830 -2.45620 -3.78134
H 6.38050 -0.15964 -8.93187
H -1.82625 -1.39231 -2.41745
H -10.25918 3.56442 -3.23145
H 9.06090 -3.97536 -1.11931
H 1.13975 -3.96324 -3.15561
H 0.49292 -1.30871 -3.13994
H -12.94235 5.03950 2.05930
H -2.35020 -3.68341 1.24099
H -5.80213 2.56712 -4.89214
H 7.44297 -5.86628 0.86792
H -4.23514 0.94044 -4.67332
H 6.89187 -1.75697 -5.79649
H -11.67263 4.76047 -0.19375
H -12.07185 8.49131 2.22300
H -1.42986 1.62701 -3.45995
H -0.64757 -4.20749 -3.12148
H -15.40217 6.54051 5.46995
H 6.61430 -3.99169 2.26963
H 14.41061 2.53846 3.77271
H 13.41125 -3.46198 5.33267
H 7.53375 -5.23430 8.17475
H 15.12894 -1.72651 2.74842
H 5.06906 -3.40395 -1.92550
H 12.68703 0.81118 6.35940
H 5.99560 -5.93910 5.04703
H 11.72259 -4.29475 7.02069
H -0.34187 -2.77609 2.71604
H -14.65987 1.62152 0.80168
H 2.97950 -1.11986 -3.71716
H -2.40552 -0.57309 -5.31347
H -2.07343 -4.00826 -1.27334
H 4.38965 -2.92988 3.24761
H 2.49925 0.47873 -6.86938
H -2.91646 1.98222 -5.40451
H -6.83989 5.34758 -0.88507
H 10.18813 -5.00880 3.89164
H -2.65062 0.62004 -2.57760
H -14.51642 9.98087 5.62221
H 0.16507 -2.18198 -4.70951
H -3.29917 3.86772 -4.03192
*
```

This record from the OMol25 dataset describes a structure of composition C54H47BrCaClN4O4P2S3 in a non-equilibrium geometry. The level of theory is the ωB97M-V functional and the def2-TZVPD basis.

Summary:
LUMO level	-2.899	eV
relative energy (zero: lowest compared OMol25 entry of this formula, charge and spin)	3.079	eV

Geometry as ORCA input:
```
! RIJCOSX wB97M-V def2-TZVPD def2/J DEFGRID3
* xyz 1 1
Br 10.72666 16.41615 13.50392
Ca 9.20521 13.77528 15.21879
Cl 6.70044 12.13563 15.21308
S 12.45014 8.13582 20.29635
S 5.47912 15.46593 10.47837
S 11.61682 16.09300 20.90874
P 11.44664 12.12746 16.37541
P 13.21666 10.06955 14.95813
O 6.99634 13.23725 16.11723
O 5.63945 12.50519 14.35829
O 6.49461 10.88561 15.89087
O 7.85089 11.99371 14.35550
N 7.69049 15.62450 14.45809
N 10.19173 13.79722 12.87545
N 9.03611 15.62259 16.94079
N 12.15060 10.51466 16.30289
C 15.40629 11.87919 15.38427
C 11.26452 16.08492 22.63018
C 10.26331 12.65686 12.10324
C 15.58794 6.49987 16.77162
C 7.34027 16.46218 15.43251
C 15.15873 14.05854 14.29390
C 15.92430 13.14135 15.09000
C 11.22762 11.37409 10.20949
C 13.61871 12.32910 13.83655
C 14.88001 14.87733 17.86092
C 5.47900 17.84647 9.43860
C 9.91610 16.18695 20.52369
C 14.40530 7.61632 14.96235
C 5.36000 16.52523 9.07716
C 14.02585 13.62518 13.61973
C 10.98943 12.67346 10.92090
C 5.70881 17.97684 10.85248
C 9.15246 11.59262 17.62704
C 9.86674 12.38072 20.17179
C 11.21044 9.33141 16.55054
C 7.95524 16.37314 16.75212
C 5.73172 16.81219 11.52374
C 6.23296 16.68564 12.89835
C 9.66944 15.61124 18.10069
C 14.26023 11.51138 14.72984
C 11.64734 9.09634 18.96097
C 8.55455 11.96423 19.87081
C 7.45127 17.15075 17.81791
C 6.03521 18.42579 16.34047
C 6.39363 17.49695 15.20083
C 12.89314 13.23460 16.92567
C 13.00048 14.51493 16.46546
C 14.86050 8.79904 17.02047
C 5.93827 17.59458 13.90796
C 6.46475 18.19684 17.60643
C 9.94597 16.11852 22.87020
C 11.47589 13.91219 10.41559
C 9.13367 16.22152 21.68421
C 8.23770 17.23560 18.95582
C 13.77694 12.77723 17.91938
C 10.75839 12.54546 19.14059
C 11.88830 9.02861 21.76739
C 11.45852 15.07104 11.22082
C 9.29697 16.40410 19.21131
C 11.61858 8.38119 17.63026
C 14.29859 8.78394 15.69555
C 14.07052 15.30367 16.88921
C 10.44729 12.06641 17.86160
C 8.17363 11.61795 18.59004
C 10.77503 14.89727 12.42335
C 15.43243 7.69620 17.55370
C 7.15369 15.71199 13.22802
C 15.08973 6.49053 15.48919
C 14.76656 13.59079 18.38077
H 13.99598 7.47108 13.98848
H 10.12933 12.75095 21.12136
H 10.82283 9.16153 21.80689
H 5.84718 18.97173 11.21716
H 15.49569 15.08310 14.18435
H 8.07512 16.36215 21.64494
H 13.54510 14.28970 12.97257
H 7.15372 11.35799 18.37279
H 12.35854 9.99543 21.86785
H 12.10646 8.31210 22.65151
H 7.43273 15.02423 12.45526
H 12.61250 7.97298 17.41172
H 5.39064 19.27270 16.17018
H 15.91602 11.20552 16.03166
H 13.76871 11.70254 18.19827
H 16.79223 13.53221 15.60693
H 11.64590 11.48072 9.22379
H 8.87772 11.26322 16.66932
H 15.61925 7.70556 18.58372
H 16.03146 5.64168 17.25761
H 14.19685 16.31864 16.52651
H 11.99850 15.91310 23.47330
H 11.79099 12.81027 19.29376
H 7.98033 17.89890 19.79412
H 11.03181 8.69808 15.64411
H 10.25507 9.81512 16.80398
H 10.63842 9.17171 19.27262
H 9.46041 16.08036 23.82483
H 10.36931 10.70542 10.13568
H 9.93854 11.69330 12.53398
H 10.56687 14.96290 18.06530
H 7.94841 11.85802 20.79240
H 5.35906 18.65179 8.73568
H 11.97653 10.13312 18.82523
H 11.98876 10.83672 10.84912
H 15.46379 13.28784 19.14171
H 5.16138 16.03367 8.12186
H 11.79652 16.06779 10.95359
H 10.86408 7.55108 17.68568
H 12.79275 11.89562 13.30194
H 6.12328 18.84331 18.40498
H 15.80867 15.41913 18.11251
H 12.27911 14.89238 15.77048
H 5.25592 18.42158 13.68846
H 12.03981 13.96161 9.51603
H 14.73598 9.67720 17.63173
H 15.05452 5.62341 14.83172
*
```

This record from the OMol25 dataset describes a structure of composition C54H48AsAuN2OP2S4 in a non-equilibrium geometry. The level of theory is the ωB97M-V functional and the def2-TZVPD basis.

Summary:
LUMO level	-2.529	eV

Geometry as ORCA input:
```
! RIJCOSX wB97M-V def2-TZVPD def2/J DEFGRID3
* xyz 0 1
Au 0.23505 -2.07080 -0.00131
As -1.42425 2.64056 -3.27193
S -1.93759 -3.20075 -0.14823
S -0.21858 0.61162 1.37889
S -3.53782 -4.04148 2.18318
S -1.89475 3.40024 1.66960
P -1.06771 1.89368 2.66700
P 0.71079 -1.33181 -2.19207
O 2.23900 -1.43825 0.56493
N 0.13689 -2.79487 2.03879
N -1.08630 -3.20983 2.41730
C 0.75057 -3.47688 4.26597
C 4.69422 -0.50389 -2.21949
C -4.08446 -2.56119 3.14235
C 0.32098 4.88727 -2.74812
C 1.18923 5.68926 -2.03163
C -2.27136 1.10072 3.80261
C 2.49675 -2.71158 2.60188
C 5.27449 -2.55067 2.07062
C 1.00092 2.11863 -7.34092
C -5.12882 0.45798 0.30885
C -0.36485 1.89407 -7.27905
C -4.49454 0.94947 4.67627
C -1.53170 -3.67430 -4.67889
C -1.85115 0.09839 4.66971
C 2.49584 -1.43861 -2.43933
C 4.81259 -3.19123 3.22568
C 0.07366 -2.51858 -6.03684
C -6.11791 -0.29824 0.91324
C 0.09499 3.81380 4.28714
C -0.12559 3.67285 -2.22759
C 2.97324 -2.03051 1.42577
C -4.08158 -0.04239 5.54751
C 0.04536 -2.17657 -3.65868
C 1.00449 2.66865 -5.00502
C -0.98590 -3.40754 -5.92080
C 0.19538 2.50507 3.83859
C -3.58994 1.52552 3.80529
C 2.11847 2.16541 5.22258
C 1.68338 2.50851 -6.20119
C -2.76108 -0.46652 5.54578
C -4.45331 -1.47064 2.19561
C -1.09399 0.78058 -2.62007
C 0.58768 -1.90181 -4.91271
C 1.16924 4.10665 -0.23701
C 3.46824 -3.23973 3.48464
C 3.04530 -2.60259 -2.96918
C -1.03834 2.06044 -6.08130
C 1.01081 4.29822 5.20130
C 2.01624 3.47189 5.67299
C 1.21107 1.67796 4.29832
C 4.38230 -1.97908 1.21232
C 0.37952 0.43277 -2.57644
C -2.00559 -3.40261 1.55048
C -0.36562 2.44783 -4.92689
C 4.41196 -2.70246 -3.14466
C 0.29429 3.31067 -0.95489
C 1.11245 -2.93943 2.90509
C 3.32757 -0.39671 -2.04052
C -3.46770 -0.70586 1.58553
C -3.80428 0.25584 0.65463
C 5.23641 -1.65033 -2.77808
C -5.78202 -1.25279 1.85536
C 1.62257 5.29839 -0.77418
C -1.01705 -3.06521 -3.54738
H 1.52965 6.62717 -2.44817
H -0.69824 4.44237 3.90675
H 4.83450 -3.59864 -3.57481
H -5.52325 1.27924 4.67263
H 1.27924 -2.94185 5.05197
H 2.30309 5.92556 -0.21671
H 0.49624 -2.30581 -7.00701
H 1.48822 3.79807 0.74995
H -2.44507 -1.23659 6.23231
H -0.32320 -3.37581 4.40670
H -4.78552 -0.49271 6.22958
H 2.91238 1.52945 5.58445
H 1.53086 1.99361 -8.27483
H 0.87913 1.00878 -1.79206
H 0.94393 5.32189 5.53985
H -5.37958 1.19136 -0.44312
H -1.54087 0.66196 -1.62941
H -3.90065 2.29592 3.11213
H -3.02524 0.83794 0.18874
H -3.25955 -2.28866 3.80019
H 2.73333 3.85021 6.38560
H 0.86393 0.63985 -3.54244
H -0.90415 1.59963 -8.16855
H -2.11019 1.89653 -6.03557
H 0.99599 -4.53818 4.32551
H -2.42838 -0.87022 1.82767
H 2.74837 2.69328 -6.24394
H -0.82622 -0.24350 4.65040
H -2.36285 -4.35743 -4.58719
H -4.94420 -2.90303 3.71815
H 1.41872 -1.21506 -5.00280
H 4.70780 -1.46475 0.32113
H 5.33517 0.31433 -1.92475
H -6.55063 -1.84590 2.33028
H -1.44323 -3.28149 -2.57864
H 1.54921 2.98669 -4.12380
H -1.63126 0.10563 -3.29805
H 6.30367 -1.72711 -2.91750
H -0.01148 5.19901 -3.73457
H -1.38057 -3.88943 -6.80255
H 3.15264 -3.73230 4.39000
H 5.51223 -3.65306 3.90475
H 6.33323 -2.50431 1.86429
H -0.07463 2.40268 -0.49699
H -7.15056 -0.16253 0.63303
H 2.39470 -3.42081 -3.25323
H 1.30192 0.66596 3.92589
H 2.91312 0.48484 -1.57664
*
```

This record from the OMol25 dataset describes a structure of composition C54H48I2N7O2PPbTe in a non-equilibrium geometry. The level of theory is the ωB97M-V functional and the def2-TZVPD basis.

Summary:
LUMO level	-5.478	eV
relative energy (zero: lowest compared OMol25 entry of this formula, charge and spin)	0.937	eV

Geometry as ORCA input:
```
! RIJCOSX wB97M-V def2-TZVPD def2/J DEFGRID3
* xyz 2 1
Pb 0.65931 0.16247 -0.00145
I -6.08219 -1.02243 1.64215
I -1.27399 -4.70223 1.70305
Te 1.57941 -1.15543 2.55855
P -1.73889 2.43977 -2.14335
O -0.74809 1.68347 -1.31145
O -0.11319 -2.21043 2.95165
N 0.91931 -2.30923 -2.18845
N 2.03091 1.56587 1.97725
N -0.73679 1.34437 2.04175
N -2.97149 -2.66193 -1.35065
N 1.53911 -1.18043 -1.83305
N 2.58261 1.26457 -1.20975
N -0.95609 -1.55783 -1.01605
C -1.74969 0.28207 -3.84555
C 0.34591 5.97747 -4.15355
C -2.23769 -1.65373 -0.87905
C -0.97739 -3.72583 -2.13025
C -3.52279 -2.65073 1.90385
C 4.64991 -4.40313 4.56135
C 1.35461 2.55277 2.55815
C 3.06781 -3.94363 1.14985
C -3.09669 -4.89353 -2.30195
C -2.47379 1.39107 -3.42495
C 3.39541 -3.72473 2.59415
C -1.35069 -1.84623 2.65265
C -5.04339 3.86837 0.68025
C 4.33771 -4.53553 3.21405
C -4.20069 0.86737 -5.00285
C -3.69999 1.68747 -4.00775
C -1.08869 0.61517 3.26765
C -0.27729 -2.51863 -1.75185
C 4.11481 3.03527 -1.67035
C 3.11771 2.43877 -0.91295
C 3.33961 1.46177 2.19585
C -4.05899 -1.39273 2.13375
C 1.98721 3.48507 3.37485
C -1.65409 4.68427 -3.82025
C -2.43679 -5.98793 -2.82275
C 3.92631 -3.48773 5.31605
C -0.33389 -4.82733 -2.69575
C -4.01159 4.72977 0.34035
C 2.75651 -2.75013 3.35915
C -3.48159 -0.24453 -5.41635
C -4.10749 2.16697 -0.72725
C -0.12229 2.64787 2.27665
C -3.03239 4.31597 -0.54655
C 1.03961 5.14947 -3.28455
C -0.99569 5.74307 -4.42075
C -1.90919 -0.58023 2.86595
C -5.09349 2.59007 0.14465
C -2.18329 -2.85503 2.14795
C 2.99191 0.62457 -2.31835
C -2.36819 -3.76893 -1.93285
C -2.25549 -0.53893 -4.83795
C 4.04511 2.33877 2.98995
C 3.34841 3.37937 3.59095
C -1.05759 -5.95543 -3.01925
C 4.56041 2.37737 -2.80945
C 2.35021 -0.62373 -2.66045
C -0.95409 3.85487 -2.95165
C 3.98131 1.16657 -3.14445
C -3.25749 -0.36853 2.60325
C -3.08359 3.03697 -1.08255
C 2.98231 -2.65763 4.74015
C 0.38941 4.08397 -2.68805
C 5.72311 -5.23003 5.18775
C 2.19961 -1.71143 5.60425
H -3.98059 -2.65383 -1.26685
H 4.10911 -3.40953 6.37735
H 2.73811 2.92687 -0.02735
H 3.82131 0.62337 1.71015
H -3.97739 5.72497 0.75785
H 0.90261 3.41277 -2.01465
H -2.75009 -0.85483 -0.35845
H -3.87349 -0.87633 -6.19905
H 6.67331 -5.06503 4.68295
H -0.56279 -6.82043 -3.42725
H -3.67859 0.60877 2.79365
H 4.84601 -5.28463 2.62595
H -1.67259 1.24767 3.95135
H -1.69209 -1.39973 -5.16785
H 1.41341 4.27337 3.83585
H -0.17499 0.31757 3.79225
H -4.13839 -3.46563 1.55225
H -5.90879 1.93077 0.40105
H 2.19781 -3.35183 0.85405
H 2.34351 -1.95553 6.65255
H 5.49021 -6.28963 5.10475
H 5.34131 2.80067 -3.42215
H -1.59769 1.49257 1.51975
H 0.85351 6.80687 -4.62485
H 2.52681 -1.04513 -3.64745
H -2.99579 -6.87233 -3.08065
H -5.15219 1.09487 -5.45975
H 1.13411 -1.79523 5.37855
H -5.82069 4.19937 1.35175
H 2.83641 -4.99433 0.98415
H -2.70079 4.50137 -4.02165
H 4.30011 0.63017 -4.02245
H 5.10221 2.21057 3.14575
H -2.23759 4.98547 -0.84865
H -0.25809 3.23967 1.36575
H 2.51511 -0.67573 5.44925
H -4.26349 2.54867 -3.67685
H 3.91241 -3.68803 0.51105
H -1.52899 6.39077 -5.10005
H -4.13689 1.17737 -1.16605
H 5.84661 -4.98103 6.23785
H 4.52841 3.98547 -1.36855
H -0.79509 0.08377 -3.37835
H -4.16629 -4.91243 -2.16075
H 0.72631 -4.76123 -2.86975
H 2.08201 5.33567 -3.07345
H 3.85421 4.08467 4.23025
H -0.61049 3.18117 3.10365
*
```